[1]
{"formula": "C44H100F15N5O20PS5", "method": "wB97M-V/def2-TZVPD", "symbols": ["C", "C", "O", "N", "H", "H", "C", "H", "H", "H", "H", "H", "H", "C", "N", "C", "C", "C", "C", "O", "H", "H", "H", "H", "H", "H", "H", "H", "H", "H", "H", "H", "H", "H", "C", "N", "C", "C", "C", "C", "O", "H", "H", "H", "H", "H", "H", "H", "H", "H", "H", "H", "H", "H", "H", "C", "N", "C", "C", "C", "C", "O", "H", "H", "H", "H", "H", "H", "H", "H", "H", "H", "H", "H", "H", "H", "C", "N", "C", "C", "C", "C", "O", "H", "H", "H", "H", "H", "H", "H", "H", "H", "H", "H", "H", "H", "H", "C", "C", "C", "C", "P", "C", "C", "C", "C", "C", "C", "C", "C", "C", "C", "C", "C", "H", "H", "H", "H", "H", "H", "H", "H", "H", "H", "H", "H", "H", "H", "H", "H", "H", "H", "H", "H", "H", "H", "H", "H", "H", "H", "H", "H", "H", "H", "H", "H", "H", "H", "H", "H", "C", "F", "F", "F", "S", "O", "O", "O", "C", "F", "F", "F", "S", "O", "O", "O", "C", "F", "F", "F", "S", "O", "O", "O", "C", "F", "F", "F", "S", "O", "O", "O", "C", "F", "F", "F", "S", "O", "O", "O"], "xyz": [[-4.933, 5.188, -12.363], [-5.779, 4.256, -11.368], [-5.289, 3.934, -10.269], [-7.170, 3.847, -11.792], [-7.235, 3.516, -12.744], [-7.490, 2.972, -11.402], [-8.219, 4.841, -11.369], [-5.412, 5.553, -13.272], [-4.067, 4.600, -12.668], [-4.598, 6.019, -11.742], [-7.928, 5.001, -10.331], [-9.197, 4.379, -11.500], [-8.123, 5.738, -11.981], [-2.274, -10.486, 2.799], [-3.021, -11.562, 1.917], [-2.473, -11.637, 0.520], [-2.844, -12.866, 2.692], [-4.496, -11.191, 1.997], [-5.525, -12.049, 1.450], [-5.653, -13.060, 2.380], [-2.539, -10.628, 3.846], [-2.543, -9.474, 2.495], [-1.211, -10.593, 2.580], [-1.479, -12.058, 0.670], [-2.500, -10.663, 0.031], [-3.104, -12.330, -0.035], [-3.206, -13.706, 2.100], [-3.455, -12.843, 3.595], [-1.788, -12.935, 2.950], [-4.531, -10.279, 1.401], [-4.702, -11.027, 3.055], [-5.235, -12.475, 0.490], [-6.442, -11.464, 1.368], [-6.551, -13.043, 2.721], [-3.301, -0.888, -2.854], [-2.511, -2.091, -3.228], [-3.321, -2.920, -4.215], [-1.204, -1.731, -3.910], [-2.340, -2.985, -1.921], [-1.269, -2.573, -0.897], [-1.596, -1.325, -0.284], [-2.841, -0.254, -2.096], [-4.247, -1.202, -2.413], [-3.485, -0.318, -3.765], [-2.742, -3.731, -4.657], [-3.688, -2.423, -5.113], [-4.164, -3.310, -3.644], [-0.676, -2.654, -4.153], [-0.533, -1.094, -3.334], [-1.414, -1.060, -4.743], [-1.957, -3.973, -2.177], [-3.346, -3.096, -1.516], [-0.257, -2.456, -1.284], [-1.190, -3.290, -0.079], [-1.043, -1.324, 0.500], [8.626, 0.606, -7.873], [7.845, -0.164, -6.750], [6.977, -1.171, -7.572], [8.803, -0.962, -5.831], [6.962, 0.732, -5.854], [7.590, 2.078, -5.378], [8.928, 2.041, -4.975], [9.154, 0.023, -8.627], [9.386, 1.095, -7.264], [8.015, 1.409, -8.286], [6.457, -0.756, -8.435], [6.234, -1.582, -6.888], [7.594, -1.983, -7.956], [9.494, -1.542, -6.442], [8.243, -1.738, -5.309], [9.341, -0.315, -5.139], [6.551, 0.150, -5.029], [6.070, 0.799, -6.476], [7.023, 2.346, -4.486], [7.445, 2.797, -6.185], [8.931, 2.512, -4.139], [-6.293, 2.669, 4.868], [-6.626, 3.174, 6.300], [-7.682, 2.239, 6.926], [-5.399, 2.939, 7.229], [-7.198, 4.582, 6.346], [-6.215, 5.739, 6.283], [-5.221, 5.593, 5.336], [-7.213, 2.653, 4.284], [-5.821, 1.689, 4.796], [-5.642, 3.390, 4.374], [-8.563, 2.340, 6.292], [-7.976, 2.609, 7.908], [-7.257, 1.237, 6.865], [-4.623, 3.553, 6.772], [-5.030, 1.919, 7.336], [-5.527, 3.502, 8.154], [-7.772, 4.706, 7.264], [-7.902, 4.679, 5.519], [-5.832, 5.895, 7.292], [-6.692, 6.678, 6.002], [-5.012, 6.466, 4.996], [2.566, 5.407, 1.884], [3.322, 6.538, 2.562], [3.704, 6.137, 3.985], [4.969, 6.834, 4.471], [5.605, 6.216, 6.093], [5.771, 4.481, 5.923], [6.818, 4.018, 4.905], [7.276, 2.538, 5.076], [6.308, 1.523, 4.350], [7.106, 7.077, 6.550], [7.623, 6.816, 8.059], [9.006, 7.574, 8.291], [8.977, 9.100, 8.096], [4.330, 6.521, 7.290], [3.722, 7.967, 7.352], [2.725, 8.249, 8.428], [3.000, 7.560, 9.806], [3.231, 4.543, 1.912], [2.161, 5.679, 0.910], [1.753, 5.218, 2.585], [2.727, 7.443, 2.436], [4.206, 6.695, 1.946], [3.890, 5.065, 4.051], [2.855, 6.360, 4.632], [4.893, 7.921, 4.501], [5.659, 6.624, 3.654], [4.799, 4.084, 5.628], [5.957, 4.183, 6.955], [7.739, 4.600, 4.883], [6.359, 4.221, 3.937], [7.259, 2.352, 6.150], [8.235, 2.300, 4.615], [5.498, 1.238, 5.021], [6.777, 0.568, 4.112], [5.938, 1.851, 3.378], [6.999, 8.150, 6.393], [7.956, 6.726, 5.965], [7.672, 5.732, 8.163], [6.858, 7.115, 8.775], [9.764, 7.223, 7.590], [9.443, 7.375, 9.270], [8.753, 9.374, 7.065], [9.932, 9.556, 8.358], [8.346, 9.662, 8.784], [4.772, 6.113, 8.199], [3.519, 5.825, 7.075], [3.273, 8.235, 6.396], [4.602, 8.585, 7.533], [1.768, 8.115, 7.925], [2.747, 9.324, 8.606], [4.068, 7.539, 10.023], [2.588, 6.553, 9.741], [2.592, 8.155, 10.623], [-8.655, -10.442, -5.571], [-9.170, -11.008, -6.662], [-9.336, -9.369, -5.201], [-8.842, -11.369, -4.584], [-6.719, -10.212, -5.878], [-6.202, -9.337, -4.755], [-6.167, -11.572, -5.847], [-6.572, -9.567, -7.161], [2.841, -3.721, 8.738], [2.472, -4.821, 8.024], [2.630, -4.118, 9.982], [4.104, -3.281, 8.602], [1.621, -2.143, 8.444], [2.158, -0.986, 9.184], [1.565, -1.918, 6.999], [0.342, -2.564, 9.072], [5.612, -8.202, -2.017], [5.117, -8.035, -0.743], [6.782, -7.586, -1.944], [5.887, -9.506, -2.262], [4.479, -7.296, -3.316], [4.669, -5.886, -2.969], [4.980, -7.613, -4.653], [3.078, -7.722, -3.187], [-0.348, -2.584, -12.323], [0.594, -3.123, -13.160], [-0.721, -3.541, -11.497], [0.085, -1.548, -11.656], [-1.930, -2.104, -13.412], [-1.510, -0.884, -14.111], [-2.281, -3.165, -14.340], [-3.001, -1.926, -12.406], [-12.800, 1.842, -5.900], [-13.725, 2.090, -6.792], [-12.053, 2.968, -5.793], [-13.410, 1.505, -4.759], [-11.696, 0.337, -6.390], [-12.501, -0.833, -6.217], [-11.207, 0.634, -7.727], [-10.626, 0.347, -5.406]], "charge": 1, "relative_energy_ev": 3.939, "e_lumo_ha": -0.10824, "homo_lumo_gap_ev": 4.3314, "total_energy_ev": -199853.059, "max_force_ev_per_a": 5.456}

[2]
{"formula": "C44H100N5O5Ti", "method": "wB97M-V/def2-TZVPD", "symbols": ["Ti", "C", "O", "O", "O", "C", "C", "N", "C", "C", "C", "C", "C", "O", "C", "H", "H", "H", "H", "H", "H", "H", "H", "H", "H", "H", "H", "H", "H", "H", "H", "H", "H", "H", "H", "C", "C", "N", "C", "C", "C", "C", "C", "O", "C", "H", "H", "H", "H", "H", "H", "H", "H", "H", "H", "H", "H", "H", "H", "H", "H", "H", "H", "H", "H", "C", "C", "C", "N", "C", "C", "C", "C", "C", "C", "H", "H", "H", "H", "H", "H", "H", "H", "H", "H", "H", "H", "H", "H", "H", "H", "H", "H", "H", "H", "C", "C", "C", "N", "C", "C", "C", "C", "C", "C", "H", "H", "H", "H", "H", "H", "H", "H", "H", "H", "H", "H", "H", "H", "H", "H", "H", "H", "H", "H", "C", "C", "C", "N", "C", "C", "C", "C", "C", "C", "H", "H", "H", "H", "H", "H", "H", "H", "H", "H", "H", "H", "H", "H", "H", "H", "H", "H", "H", "H"], "xyz": [[1.099, 1.092, -1.057], [-0.619, -0.102, 0.263], [-0.417, -0.389, -1.036], [-1.617, -0.414, 0.930], [0.437, 0.474, 0.721], [-0.434, -5.006, -0.196], [0.079, -3.952, 0.720], [-0.242, -3.948, 2.187], [0.628, -2.880, 2.764], [-1.737, -3.602, 2.378], [-2.771, -4.743, 2.268], [0.091, -5.193, 2.907], [1.513, -5.743, 2.838], [1.757, -6.120, 1.493], [2.768, -7.124, 1.396], [-0.162, -5.987, 0.166], [0.023, -4.803, -1.154], [-1.506, -4.934, -0.344], [-0.137, -2.961, 0.356], [1.146, -3.985, 0.743], [0.484, -1.916, 2.210], [1.660, -3.193, 2.785], [0.204, -2.594, 3.744], [-1.974, -2.878, 1.579], [-1.828, -3.128, 3.360], [-2.640, -5.383, 1.363], [-3.733, -4.288, 2.175], [-2.763, -5.446, 3.122], [-0.644, -5.885, 2.521], [-0.267, -4.994, 3.913], [1.417, -6.625, 3.454], [2.184, -5.011, 3.292], [2.931, -7.496, 0.356], [2.541, -8.033, 1.953], [3.719, -6.603, 1.660], [6.642, 5.459, 0.390], [5.388, 5.910, -0.407], [4.053, 6.105, 0.386], [3.583, 4.743, 0.923], [4.261, 7.056, 1.585], [2.957, 7.642, 2.204], [3.007, 6.703, -0.544], [2.782, 5.935, -1.819], [1.416, 6.284, -2.058], [1.024, 6.339, -3.396], [6.485, 4.575, 0.961], [7.041, 6.223, 1.080], [7.451, 5.349, -0.328], [5.192, 5.159, -1.171], [5.611, 6.877, -0.841], [4.410, 4.365, 1.517], [3.282, 4.075, 0.134], [2.761, 5.006, 1.561], [4.905, 7.893, 1.283], [4.842, 6.493, 2.317], [3.198, 8.083, 3.170], [2.288, 6.819, 2.552], [2.433, 8.400, 1.588], [3.429, 7.674, -0.808], [2.071, 6.863, 0.010], [2.919, 4.833, -1.682], [3.390, 6.309, -2.682], [0.978, 5.347, -3.819], [1.732, 6.964, -3.949], [0.052, 6.862, -3.459], [0.387, -3.226, -5.841], [1.595, -4.005, -5.424], [2.151, -3.217, -4.262], [3.348, -3.834, -3.622], [3.869, -2.762, -2.528], [4.977, -3.314, -1.618], [4.495, -4.577, -0.931], [4.048, -5.709, -1.988], [2.933, -5.098, -2.863], [4.454, -4.081, -4.627], [-0.369, -3.735, -6.392], [0.680, -2.333, -6.385], [-0.144, -2.744, -5.060], [2.249, -4.022, -6.320], [1.448, -5.083, -5.152], [1.360, -3.117, -3.480], [2.485, -2.221, -4.603], [3.008, -2.573, -1.910], [4.166, -1.927, -3.161], [5.078, -2.507, -0.868], [5.894, -3.463, -2.143], [3.653, -4.379, -0.260], [5.324, -4.781, -0.231], [3.617, -6.642, -1.552], [4.857, -6.009, -2.649], [2.155, -4.826, -2.120], [2.606, -5.841, -3.559], [4.054, -4.757, -5.350], [5.276, -4.518, -4.129], [4.724, -3.130, -5.073], [-2.378, -1.469, 5.677], [-2.365, -0.545, 4.424], [-2.588, 0.883, 5.050], [-2.674, 1.968, 3.974], [-3.504, 1.674, 2.717], [-4.976, 1.450, 3.104], [-5.583, 2.589, 3.914], [-4.675, 2.978, 5.061], [-3.239, 3.218, 4.656], [-1.294, 2.320, 3.518], [-2.153, -2.500, 5.408], [-3.379, -1.408, 6.130], [-1.664, -1.156, 6.432], [-3.129, -0.758, 3.664], [-1.386, -0.533, 3.939], [-1.799, 1.009, 5.770], [-3.569, 0.888, 5.567], [-3.065, 0.853, 2.143], [-3.485, 2.626, 2.269], [-5.018, 0.542, 3.691], [-5.587, 1.220, 2.237], [-6.467, 2.149, 4.369], [-5.858, 3.410, 3.250], [-4.771, 2.245, 5.863], [-5.050, 3.920, 5.502], [-2.663, 3.380, 5.542], [-3.161, 4.028, 3.946], [-0.743, 1.519, 3.031], [-0.735, 2.733, 4.361], [-1.236, 3.096, 2.741], [-4.252, -2.256, -1.090], [-4.520, -1.135, -2.140], [-3.908, 0.069, -1.494], [-3.848, 1.280, -2.387], [-3.246, 2.420, -1.536], [-2.889, 3.687, -2.328], [-1.941, 3.275, -3.455], [-2.583, 2.242, -4.355], [-2.827, 0.988, -3.548], [-5.210, 1.690, -2.915], [-4.337, -3.253, -1.542], [-4.857, -2.111, -0.189], [-3.223, -2.093, -0.732], [-5.579, -1.051, -2.327], [-3.929, -1.377, -3.030], [-2.913, -0.137, -1.162], [-4.460, 0.346, -0.595], [-2.327, 1.929, -1.082], [-4.010, 2.556, -0.759], [-2.547, 4.469, -1.677], [-3.804, 4.099, -2.737], [-1.089, 2.839, -2.938], [-1.532, 4.134, -3.940], [-1.989, 2.111, -5.239], [-3.503, 2.651, -4.795], [-1.912, 0.674, -3.062], [-3.319, 0.182, -4.155], [-5.048, 2.354, -3.695], [-5.772, 2.182, -2.095], [-5.583, 0.792, -3.380]], "multiplicity": 4, "charge": 4, "e_lumo_ha": [-0.27042, -0.30495], "homo_lumo_gap_ev": [6.3512, 8.7661], "s_squared": 3.75, "total_energy_ev": -88016.169, "max_force_ev_per_a": 3.034}